Below is a structure of composition C12H14F4N2OPt, with properties calculated with ωB97M-V/def2-TZVPD.

Its frontier orbital gap (alpha / beta) is 7.8 / 5.7 eV. Its charge is +2. The value obtained for the HOMO energy (alpha / beta) is -0.557 / -0.611 hartree. The max |F| comes out at 0.685 eV/A. Its multiplicity is 5.

Each line ends with the natural charge from an NBO analysis.
Element x y z (Å)
Pt (-0.58, -0.25, 1.12)  0.69
C (-1.14, -3.24, 1.11)  -0.43
N (-0.80, -2.19, 0.12)  -0.41
C (-1.81, -2.16, -0.96)  -0.43
C (0.57, -2.37, -0.38)  -0.25
C (1.03, -1.17, -1.17)  -0.28
N (0.59, 0.08, -0.51)  -0.44
C (1.00, 1.28, -1.02)  -0.04
C (0.40, 2.48, -0.61)  0.46
F (-0.58, 2.51, 0.27)  -0.23
C (0.80, 3.79, -1.11)  0.51
F (0.15, 4.79, -0.61)  -0.20
C (1.80, 3.97, -2.04)  -0.36
C (2.39, 2.81, -2.47)  0.50
F (3.35, 2.82, -3.34)  -0.20
C (2.01, 1.49, -1.99)  0.51
F (2.68, 0.51, -2.52)  -0.23
H (-1.13, -4.22, 0.63)  0.22
H (-2.14, -3.05, 1.50)  0.23
H (-0.42, -3.22, 1.92)  0.23
H (-1.83, -3.12, -1.48)  0.23
H (-1.58, -1.37, -1.67)  0.21
H (-2.79, -1.98, -0.53)  0.24
H (0.65, -3.27, -1.00)  0.24
H (1.21, -2.51, 0.49)  0.23
H (0.66, -1.18, -2.20)  0.23
H (2.12, -1.22, -1.23)  0.25
H (2.09, 4.95, -2.40)  0.32
C (-1.54, 1.31, 3.73)  -0.72
C (-1.17, -0.02, 3.13)  0.40
O (-1.11, -1.09, 3.64)  -0.30
H (-1.68, 1.20, 4.80)  0.28
H (-2.46, 1.64, 3.25)  0.28
H (-0.75, 2.02, 3.51)  0.26